A) 120
Properties=species:S:1:pos:R:3:lowdin_charge:R:1 method="wB97M-V/def2-TZVPD" orbital_gap_ev=10.3
C -5.0843 -6.6802 -2.0548 -0.06
C -4.8511 -5.4914 -3.0203 -0.50
C -5.5838 -5.5509 -4.3161 -0.07
O -5.2129 -4.2123 -2.4719 -0.04
H -4.5336 -6.6306 -1.1155 0.07
H -4.7160 -7.6377 -2.4230 0.08
H -6.1374 -6.7435 -1.7807 0.08
H -3.7849 -5.5915 -3.2235 0.12
H -5.1909 -4.7326 -4.9195 0.08
H -6.6513 -5.3500 -4.2263 0.08
H -5.4235 -6.4652 -4.8876 0.08
H -4.9053 -4.2806 -1.5651 0.08
C 9.0645 4.6156 1.3785 -0.06
C 7.9559 3.6643 1.7724 -0.52
C 6.6802 3.6941 0.9397 -0.06
O 8.4138 2.3417 1.7339 -0.06
H 9.3749 4.4250 0.3512 0.08
H 9.9682 4.5041 1.9777 0.08
H 8.7291 5.6388 1.5479 0.08
H 7.7125 3.8096 2.8249 0.14
H 6.7869 3.6894 -0.1451 0.08
H 6.1016 4.5850 1.1836 0.08
H 6.0989 2.7961 1.1491 0.08
H 8.6981 2.1909 0.8294 0.09
C -1.7864 3.4386 7.3943 -0.06
C -2.6210 2.6945 6.3165 -0.48
C -2.8651 3.5114 5.0573 -0.06
O -1.7199 1.7658 5.7904 -0.08
H -1.7009 2.8636 8.3164 0.07
H -2.2834 4.3855 7.6053 0.07
H -0.8165 3.8343 7.0931 0.08
H -3.5013 2.2124 6.7419 0.13
H -3.1848 2.9384 4.1869 0.08
H -1.9711 4.0876 4.8186 0.08
H -3.6651 4.2195 5.2733 0.08
H -1.4369 1.1540 6.4740 0.09
C 0.3965 -6.3867 0.8951 -0.06
C 0.3162 -6.3773 -0.5941 -0.55
C 1.3559 -5.5037 -1.3167 -0.05
O 0.3863 -7.6598 -1.0916 -0.04
H 1.4264 -6.4596 1.2446 0.08
H -0.2275 -7.1848 1.2971 0.08
H 0.0127 -5.4618 1.3257 0.08
H -0.6863 -6.0087 -0.8112 0.13
H 1.2616 -5.6459 -2.3933 0.07
H 2.3577 -5.8259 -1.0324 0.08
H 1.1921 -4.4435 -1.1240 0.08
H 0.1221 -7.6855 -2.0142 0.09
C -2.3351 1.0156 -0.3461 -0.06
C -0.9836 0.4676 0.1186 -0.53
C 0.1336 1.5158 0.2058 -0.05
O -1.1863 -0.2162 1.2987 -0.03
H -2.8126 1.6644 0.3881 0.08
H -3.0606 0.2239 -0.5328 0.07
H -2.3053 1.5012 -1.3215 0.07
H -0.6262 -0.2525 -0.6175 0.13
H 1.0868 1.1874 0.6202 0.08
H -0.2521 2.3053 0.8509 0.07
H 0.3807 2.0098 -0.7339 0.08
H -1.0938 0.4612 1.9727 0.09
C -6.3851 1.0580 -8.0095 -0.05
C -6.6644 0.1021 -6.8530 -0.53
C -5.5494 0.1577 -5.8369 -0.07
O -7.8712 0.4418 -6.2140 -0.05
H -5.5048 0.6832 -8.5317 0.08
H -6.2819 2.0510 -7.5720 0.08
H -7.2254 1.1574 -8.6966 0.08
H -6.7860 -0.9161 -7.2225 0.13
H -5.8537 -0.4324 -4.9724 0.08
H -5.3260 1.1548 -5.4577 0.08
H -4.6198 -0.2361 -6.2477 0.08
H -7.9533 -0.2229 -5.5262 0.08
C 5.2718 -2.3162 2.3235 -0.07
C 6.5236 -2.3445 3.1949 -0.50
C 7.8003 -2.6370 2.3629 -0.06
O 6.6840 -1.1529 3.9001 -0.04
H 5.1504 -3.2575 1.7874 0.07
H 5.2714 -1.4870 1.6160 0.07
H 4.3170 -2.2474 2.8448 0.07
H 6.4194 -3.1903 3.8745 0.13
H 7.7205 -3.5901 1.8402 0.08
H 8.6913 -2.6237 2.9906 0.08
H 7.9509 -1.8899 1.5835 0.07
H 7.3345 -0.6221 3.4345 0.08
C -4.0887 -3.7873 4.3127 -0.05
C -4.9868 -3.2575 3.1667 -0.49
C -5.4823 -1.8086 3.3449 -0.05
O -4.2181 -3.3434 2.0123 -0.07
H -3.3026 -4.4185 3.8984 0.07
H -4.6134 -4.4853 4.9651 0.07
H -3.4997 -3.0729 4.8878 0.07
H -5.8014 -3.9543 2.9690 0.13
H -6.0795 -1.7495 4.2549 0.07
H -6.1345 -1.4824 2.5348 0.08
H -4.5756 -1.2160 3.4664 0.08
H -3.4569 -2.7601 2.0558 0.09
C -0.9372 8.0149 -0.0844 -0.06
C -0.7316 9.4393 -0.6760 -0.49
C -1.7511 10.5067 -0.1505 -0.05
O 0.5561 9.7686 -0.2866 -0.06
H -0.9029 7.9725 1.0042 0.07
H -0.1362 7.3294 -0.3610 0.07
H -1.8644 7.5511 -0.4210 0.07
H -0.7319 9.3847 -1.7646 0.13
H -1.5614 11.5057 -0.5432 0.07
H -1.6252 10.6180 0.9265 0.08
H -2.7436 10.3139 -0.5578 0.07
H 0.5206 9.8991 0.6639 0.09
C 6.0278 -1.5903 -3.0125 -0.06
C 5.4970 -0.4364 -3.8373 -0.53
C 4.2622 0.2160 -3.1641 -0.05
O 6.4484 0.5292 -4.1098 -0.04
H 6.3083 -1.3026 -1.9992 0.07
H 6.9698 -1.9342 -3.4395 0.08
H 5.3201 -2.4108 -2.8939 0.08
H 5.2840 -0.9322 -4.7843 0.13
H 3.4125 -0.4375 -2.9666 0.07
H 3.9486 1.0287 -3.8193 0.07
H 4.5219 0.6830 -2.2141 0.08
H 6.2173 1.0453 -4.8855 0.10

=====

B) 120
Properties=species:S:1:pos:R:3:lowdin_charge:R:1 method="wB97M-V/def2-TZVPD" orbital_gap_ev=10.0
C 0.6738 -5.3169 -2.2900 -0.05
C 0.5672 -3.8250 -2.0192 -0.50
C 1.6468 -3.0234 -2.7146 -0.05
O -0.7273 -3.4220 -2.4565 -0.07
H -0.1521 -5.8680 -1.8386 0.08
H 1.5590 -5.7098 -1.7785 0.07
H 0.7303 -5.5659 -3.3484 0.08
H 0.6051 -3.6582 -0.9339 0.11
H 1.5794 -3.1905 -3.7971 0.09
H 2.6702 -3.3100 -2.4602 0.07
H 1.5177 -1.9504 -2.5891 0.05
H -0.7927 -2.4472 -2.3625 0.05
C -1.0990 6.4502 0.1871 -0.07
C 0.0125 5.5788 0.7368 -0.46
C 0.7178 4.8258 -0.4092 -0.06
O 1.0146 6.4118 1.3518 -0.06
H -0.7459 7.0839 -0.6339 0.08
H -1.5238 7.1560 0.9029 0.08
H -1.8959 5.8040 -0.1873 0.07
H -0.3473 4.8681 1.4792 0.12
H 1.3712 4.0320 -0.0413 0.06
H 1.3802 5.4767 -0.9884 0.08
H 0.0180 4.4372 -1.1548 0.07
H 1.0952 7.1891 0.7897 0.08
C 3.2958 1.6399 2.8359 -0.06
C 1.8363 1.7871 2.3906 -0.47
C 1.0494 0.6407 3.0048 -0.05
O 1.2737 3.0050 2.9168 -0.06
H 3.6410 0.6762 2.4486 0.06
H 3.3801 1.6203 3.9219 0.08
H 3.9594 2.4322 2.4803 0.08
H 1.7697 1.8706 1.2979 0.11
H 1.2986 0.5147 4.0565 0.09
H 1.2721 -0.2684 2.4383 0.07
H -0.0321 0.7808 2.9550 0.07
H 1.8331 3.7307 2.6078 0.08
C -0.6675 1.2771 -0.3330 -0.03
C -0.5157 -0.2349 -0.4617 -0.44
C -1.3216 -1.0123 0.5576 -0.03
O -0.7807 -0.6898 -1.7974 -0.10
H -0.6590 1.6013 0.7108 0.06
H -1.6076 1.6215 -0.7739 0.08
H 0.1356 1.8603 -0.7866 0.06
H 0.5489 -0.4705 -0.3012 0.13
H -2.3976 -0.8199 0.4927 0.08
H -1.1196 -0.5958 1.5463 0.06
H -1.1005 -2.0744 0.4914 0.07
H -0.2501 -0.1156 -2.3925 0.07
C 6.0188 -0.0129 -2.2216 -0.05
C 4.5748 -0.3631 -1.9218 -0.48
C 3.9469 0.5551 -0.8827 -0.04
O 3.7700 -0.2913 -3.1008 -0.07
H 6.4272 -0.7528 -2.9169 0.08
H 6.6452 0.0505 -1.3351 0.09
H 6.0512 0.9478 -2.7427 0.09
H 4.5064 -1.3922 -1.5444 0.13
H 4.3957 0.4752 0.1070 0.07
H 2.8909 0.2943 -0.7797 0.07
H 4.0552 1.5980 -1.1897 0.08
H 4.1796 -0.8439 -3.7767 0.11
C -1.7626 -4.0839 2.6472 -0.04
C -1.7409 -3.0576 3.7631 -0.49
C -2.8004 -3.3450 4.8316 -0.06
O -0.4465 -2.9462 4.3432 -0.05
H -2.7587 -4.1275 2.2146 0.09
H -1.4653 -5.0220 3.1224 0.09
H -1.0253 -3.8442 1.8822 0.06
H -2.0289 -2.0687 3.3747 0.12
H -2.5657 -2.7592 5.7300 0.08
H -2.8336 -4.3725 5.2104 0.08
H -3.8239 -3.0943 4.5545 0.08
H -0.5599 -2.6296 5.2436 0.09
C -5.6329 -1.2511 -1.6193 -0.06
C -4.1919 -1.3287 -2.0798 -0.49
C -4.0746 -1.6978 -3.5485 -0.05
O -3.5630 -0.0691 -1.8165 -0.08
H -6.2709 -0.6163 -2.2339 0.08
H -5.7284 -0.9423 -0.5758 0.07
H -6.0598 -2.2598 -1.6298 0.08
H -3.6586 -2.0307 -1.4301 0.13
H -4.6704 -1.0644 -4.2017 0.08
H -4.3469 -2.7457 -3.7016 0.08
H -3.0201 -1.6580 -3.8312 0.07
H -2.6160 -0.1901 -1.6458 0.03
C -2.9957 3.4832 1.7068 -0.07
C -4.3140 2.8162 1.9660 -0.48
C -4.5748 1.6231 1.0625 -0.06
O -4.2768 2.3689 3.3334 -0.06
H -2.8305 3.7711 0.6632 0.07
H -2.1241 2.8718 1.9516 0.07
H -2.8814 4.4333 2.2358 0.08
H -5.1205 3.5575 1.9058 0.14
H -3.9995 0.7525 1.3699 0.07
H -4.3460 1.8581 0.0177 0.07
H -5.6366 1.3700 0.9785 0.08
H -4.9810 1.7344 3.4883 0.08
C -0.3925 2.3418 -3.9429 -0.04
C 1.0735 1.9017 -3.9265 -0.46
C 1.9282 3.0098 -3.3225 -0.04
O 1.1711 0.7346 -3.1189 -0.08
H -0.5049 3.2776 -4.4918 0.08
H -0.7426 2.5515 -2.9304 0.06
H -1.0286 1.5786 -4.3940 0.09
H 1.3297 1.7033 -4.9710 0.14
H 1.7008 3.2117 -2.2758 0.05
H 1.9752 3.9237 -3.9104 0.09
H 2.9433 2.5921 -3.2591 0.07
H 2.0789 0.3867 -3.2363 0.06
C 3.1210 -2.6805 2.8033 -0.05
C 2.1848 -3.4689 1.8899 -0.50
C 2.9454 -4.0188 0.6949 -0.05
O 1.6549 -4.5621 2.6008 -0.04
H 3.6752 -1.8621 2.3340 0.07
H 3.9102 -3.3347 3.1785 0.08
H 2.5076 -2.2702 3.6080 0.07
H 1.4125 -2.7984 1.4879 0.12
H 3.3300 -3.2224 0.0518 0.07
H 2.3635 -4.6850 0.0616 0.06
H 3.8392 -4.5535 1.0307 0.09
H 1.0713 -4.2596 3.3092 0.06

=====

Stability, lowest: A)

=====

A) 28
Properties=species:S:1:pos:R:3:lowdin_charge:R:1 method="wB97M-V/def2-TZVPD" orbital_gap_ev=6.4 charge=+1
C -0.3480 -3.1978 -0.1009 0.00
C 0.3016 -2.4488 -1.0685 -0.06
C -0.4411 -2.6350 1.2017 -0.06
C 0.6697 -1.1214 -0.9456 0.00
C -0.0168 -1.3693 1.3884 -0.03
C 0.4546 -0.5394 0.2943 -0.17
C -2.3208 1.2796 -0.3703 -0.29
C 3.2738 1.4787 -0.3263 -0.06
C 1.7667 1.6946 -0.1408 -0.16
C 0.8763 0.7934 0.6960 -0.19
N -3.0227 0.4752 0.4178 0.03
N -3.0391 1.5750 -1.4094 0.05
O 0.5481 1.2384 1.8588 0.18
H -0.5914 -4.2245 -0.4747 0.14
H 0.5399 -2.7278 -2.0843 0.12
H -0.8669 -3.0237 2.1503 0.13
H 1.0739 -0.4294 -1.6485 0.12
H -0.0528 -0.8831 2.4280 0.15
H 3.4880 0.3405 -0.2820 0.12
H 3.7827 2.0257 0.4799 0.09
H 3.6813 1.7258 -1.2552 0.06
H 1.1295 1.6392 -1.1361 0.16
H 1.5400 2.7699 0.2071 0.15
H -2.6056 -0.1847 1.0153 0.04
H -4.0627 0.2776 0.2483 0.13
H -2.7910 2.4093 -1.9506 0.11
H -3.8771 1.0805 -1.5166 0.07
H 0.9100 1.9815 2.3240 0.16

=====

B) 28
Properties=species:S:1:pos:R:3:lowdin_charge:R:1 method="wB97M-V/def2-TZVPD" orbital_gap_ev=8.7 charge=+1
N -2.8660 1.9137 0.7867 0.24
C -2.0641 0.8132 1.3478 -0.28
C -0.6148 0.9347 0.9111 0.00
C -0.1835 0.0410 0.0002 -0.16
N 0.9486 0.1172 -0.7783 0.03
C 1.5727 -1.0471 -1.2805 -0.19
C 3.0886 -1.0625 -1.2303 -0.15
C 3.3395 0.4325 -1.0436 -0.07
C 1.9618 1.1383 -0.7341 -0.39
O 1.7917 2.2722 -0.5082 0.15
C -1.2211 -1.0376 -0.0020 -0.16
C -1.6692 -1.7061 1.3052 0.00
C -2.4015 -0.5249 0.7709 -0.20
H -3.8212 1.5846 0.5976 0.18
H -2.8298 2.6539 1.4465 0.16
H -2.3947 2.0398 -0.1627 0.22
H -2.2329 0.8629 2.4323 0.17
H -0.1512 1.8337 1.3101 0.12
H 1.2813 -1.3200 -2.2903 0.12
H 1.2469 -2.0044 -0.7373 0.15
H 3.7070 -1.4820 -2.0923 0.14
H 3.4499 -1.6893 -0.4138 0.11
H 3.6105 0.9397 -2.0001 0.14
H 4.0101 0.7961 -0.2348 0.14
H -1.2886 -1.6420 -0.8889 0.14
H -2.1161 -2.6936 1.1741 0.12
H -0.8580 -1.7101 2.0847 0.15
H -3.2959 -0.4542 0.2303 0.13

=====

Stability, lowest: A)

=====

A) 24
Properties=species:S:1:pos:R:3:lowdin_charge:R:1 method="wB97M-V/def2-TZVPD" orbital_gap_ev=8.3
C -0.1004 -0.5988 -1.0287 -0.18
C 0.6574 0.3312 -1.9055 -0.60
S -0.1604 0.7884 -3.4627 0.73
C 1.1543 1.8059 -4.1327 -0.48
H -0.9519 -1.0124 -1.5654 0.06
H -0.3593 -0.0027 -0.0626 0.08
H 0.4120 -1.5702 -0.8678 0.07
H 1.5139 -0.1978 -2.5047 0.08
H 1.1750 1.2258 -1.4721 0.08
H 1.5486 1.2033 -4.9610 0.00
H 0.4654 2.8126 -4.6768 0.12
H 1.9547 2.2532 -3.5152 0.03
O -2.2495 0.0847 4.2251 -0.08
H -1.6871 0.8464 3.8845 0.05
H -2.1463 -0.4889 3.4749 0.01
O 0.7509 0.2677 3.0687 0.00
H 0.8877 -0.5595 3.3963 -0.01
H 1.4846 0.8800 3.0079 0.05
O -1.8327 0.9124 1.0487 -0.01
H -2.6013 1.0506 1.4885 -0.02
H -1.1205 1.4584 1.3731 0.04
O 0.2839 -3.6080 2.0124 -0.07
H 0.3526 -4.5815 2.0353 0.05
H 0.5685 -3.3007 1.1400 0.02

=====

B) 24
Properties=species:S:1:pos:R:3:lowdin_charge:R:1 method="wB97M-V/def2-TZVPD" orbital_gap_ev=8.8
C 2.2277 -0.6207 0.8905 -0.13
C 1.4831 -1.5029 1.8721 -0.32
C 0.3076 -0.7395 2.5076 -0.55
S -1.1279 -1.7621 3.0324 0.67
H 2.3306 0.4048 1.2138 0.07
H 1.7462 -0.6379 -0.0912 0.06
H 3.2651 -0.9140 0.7170 0.07
H 1.1193 -2.4592 1.4901 0.09
H 2.1987 -1.8304 2.6329 0.10
H -0.0164 -0.0486 1.7382 0.04
H 0.5931 -0.2973 3.4531 0.05
H -2.1266 -1.1179 2.4204 -0.17
O -0.2152 -0.3858 -3.2727 -0.04
H -0.3872 -1.0905 -2.6411 0.06
H 0.2930 -0.7778 -3.9899 0.06
O 0.9125 2.5716 -2.9969 -0.06
H 0.4892 1.7265 -3.2040 -0.01
H 0.1424 3.1415 -2.8670 0.03
O 0.0534 1.2873 -0.2885 -0.07
H -0.6175 1.7734 -0.7731 0.01
H 0.8109 1.5397 -0.8405 0.03
O -2.0017 1.8443 -2.7857 -0.06
H -2.7134 1.3731 -2.3312 0.05
H -1.9495 1.2725 -3.5636 0.04

=====

Stability, lowest: A)

=====

A) 28
Properties=species:S:1:pos:R:3:lowdin_charge:R:1 method="wB97M-V/def2-TZVPD" orbital_gap_ev=8.8 charge=+1
C -0.4725 -1.9776 0.8108 -0.02
C -0.5319 -0.4674 0.5995 -0.24
C 0.7330 -0.1938 -0.6071 -0.14
C 2.1604 -0.7471 -0.5414 -0.11
C 2.7358 0.1826 0.4800 -0.16
C 2.2713 1.5531 0.0024 -0.10
N 0.9245 1.2988 -0.5560 0.09
N -1.7823 0.0070 0.1840 -0.09
C -2.4778 -0.4304 -0.9173 -0.06
C -3.6736 0.2652 -0.8844 -0.15
N -3.7595 1.0323 0.1713 0.05
C -2.6206 0.9681 0.8021 -0.12
H -0.7536 -2.3638 -0.1042 0.07
H -0.9529 -2.2033 1.7098 0.08
H 0.4630 -2.4175 1.1062 0.08
H -0.3867 0.0608 1.5898 0.16
H 0.2133 -0.6106 -1.5676 0.18
H 2.5509 -0.6527 -1.4420 0.08
H 1.9763 -1.8100 -0.1984 0.15
H 2.4126 -0.0342 1.5373 0.14
H 3.8275 0.2384 0.5264 0.13
H 2.2339 2.4352 0.5932 0.13
H 3.0645 1.7494 -0.7064 0.14
H 0.2064 1.6461 0.0692 0.16
H 0.8999 1.8293 -1.4154 0.19
H -2.2268 -1.0396 -1.7499 0.11
H -4.6794 0.1504 -1.2199 0.11
H -2.3557 1.5311 1.7281 0.14

=====

B) 28
Properties=species:S:1:pos:R:3:lowdin_charge:R:1 method="wB97M-V/def2-TZVPD" orbital_gap_ev=8.3 charge=+1
C 0.3576 -0.0352 3.4921 -0.05
C -1.7213 0.7268 2.5334 -0.42
N -0.5323 0.1869 2.3817 0.08
N -2.1126 1.2424 3.7513 0.16
N -2.5541 0.8360 1.5169 0.24
H -0.3546 -0.3849 1.5641 0.14
H -2.4592 0.6055 4.4480 0.12
H -2.0794 2.2345 3.9089 0.13
H -2.2878 0.6539 0.5591 0.14
H -3.4272 1.2878 1.7394 0.14
H 0.9057 0.8390 3.8504 0.10
H 1.2187 -0.6541 3.2376 0.10
H -0.0665 -0.4913 4.3810 0.09
C 2.4061 1.1961 -2.8654 -0.06
C 0.4906 -1.5603 -1.1496 -0.13
C -0.2975 -2.0554 -2.1749 -0.10
C 1.4558 -0.5833 -1.3596 -0.06
C 1.4785 0.0619 -2.5964 -0.28
C -0.2743 -1.4291 -3.4242 -0.06
C 0.6514 -0.4172 -3.6061 -0.05
H 0.3260 -1.9928 -0.1658 0.09
H -1.0120 -2.8575 -2.0355 0.10
H 2.1173 -0.3604 -0.5353 0.10
H -0.9555 -1.8394 -4.1328 0.10
H 3.3209 1.2326 -2.2672 0.08
H 1.9282 2.1521 -2.6478 0.08
H 0.6763 0.1535 -4.5306 0.12
H 2.8013 1.2519 -3.8727 0.08

=====

Stability, lowest: A)